ORCA calculation (ωB97M-V/def2-TZVPD) on C7H14BrF3NO3SSi as an isolated structure.

Calculated values
- LUMO level (eV) = 2.36
- energy (Eh) = -4116.98596
- largest force on an atom (eV Å⁻¹) = 0.46
- net charge = -1
- energy relative to the best compared isomer or geometry (same formula, charge and spin) (eV) = 0.061
- highest occupied orbital energy (Ha) = -0.202

Each line ends with the Mulliken charge.
Element x y z (Å)
1 C 2.172 2.326 -1.436  -1.35
2 C 1.193 1.737 -0.418  -0.31
3 C 0.906 0.259 -0.698  -0.43
4 Br 0.350 -0.653 0.951  -0.15
5 Si -0.456 -0.032 -1.964  0.51
6 C -2.189 0.321 -1.309  -0.83
7 C -2.473 1.748 -0.915  0.76
8 C -2.359 2.793 -2.005  -1.25
9 N -2.819 2.004 0.280  -0.71
10 H 1.888 2.088 -2.459  0.31
11 H 2.172 3.414 -1.346  0.37
12 H 3.184 1.983 -1.232  0.39
13 H 0.259 2.301 -0.458  0.16
14 H 1.606 1.824 0.584  0.44
15 H 1.812 -0.270 -0.989  0.46
16 H -0.212 0.911 -3.089  -0.17
17 H -0.429 -1.419 -2.468  -0.21
18 H -2.432 -0.315 -0.461  0.37
19 H -2.866 0.075 -2.134  0.37
20 H -2.952 2.492 -2.868  0.31
21 H -2.723 3.754 -1.647  0.43
22 H -1.321 2.911 -2.314  0.29
23 H -2.986 3.004 0.391  0.24
24 C 1.061 -3.401 3.774  0.58
25 F -0.210 -3.164 3.409  -0.23
26 F 1.799 -2.396 3.276  -0.22
27 F 1.110 -3.298 5.111  -0.26
28 S 1.656 -5.047 3.182  1.11
29 O 1.514 -4.921 1.747  -0.65
30 O 0.732 -5.954 3.827  -0.66
31 O 3.014 -5.074 3.679  -0.66

---

ORCA calculation (ωB97M-V/def2-TZVPD) on a 2-piece molecular cluster, C7H14BrP overall.

Calculated values
- LUMO level (eV) = -0.47
- structure (SMILES) = C1=CCCC1.CCPBr
- energy (Eh) = -3190.39889
- largest force on an atom (eV Å⁻¹) = 4.16
- energy relative to the best compared isomer or geometry (same formula, charge and spin) (eV) = 0.000
- highest occupied orbital energy (Ha) = -0.330

Each line ends with the Mulliken charge.
Element x y z (Å)
1 C -2.931 1.226 1.089  -0.39
2 C -1.891 2.067 0.260  -0.94
3 C -2.278 -0.031 1.368  -0.58
4 C -0.532 1.322 0.381  0.27
5 C -0.957 0.110 1.150  -0.42
6 C 3.211 -2.405 -0.673  -1.24
7 C 2.389 -1.160 -0.970  -0.51
8 P 0.673 -1.474 -1.846  0.10
9 Br 1.354 0.563 -2.975  -0.33
10 H -3.155 1.767 2.102  0.22
11 H -3.979 1.124 0.700  0.32
12 H -2.158 2.073 -0.770  0.33
13 H -1.948 3.078 0.572  0.32
14 H -2.807 -0.724 2.074  0.32
15 H -0.250 -0.810 -1.117  0.05
16 H -0.232 1.076 -0.594  -0.23
17 H 0.331 1.891 0.785  0.34
18 H -0.086 -0.418 1.461  0.50
19 H 3.602 -2.892 -1.570  0.32
20 H 4.014 -2.190 0.036  0.34
21 H 2.550 -2.993 -0.077  0.37
22 H 2.960 -0.404 -1.415  0.62
23 H 2.120 -0.797 0.030  0.22